# C3H4O2S

A structure of composition C3H4O2S at a distorted geometry (wB97M-V/def2-TZVPD, OMol25).

## Properties
Frontier orbital gap, eV: 10.7
Energy, eV: -18104.8830

ORCA input file:
```
! wB97M-V def2-TZVPD RIJCOSX def2/J DEFGRID3
* xyz 0 1
C -0.34619 -0.76952 0.29543
H 1.01533 -0.63178 -1.47682
C 0.59673 -0.03270 -0.64661
O -0.58596 0.84947 -1.08573
C -1.33945 0.32878 -0.18792
O -2.47195 0.53895 0.13883
H -0.03489 -0.57873 1.32638
S 1.94022 1.02933 0.05678
H -0.46086 -1.87294 0.21949
H 1.68702 1.13915 1.36017
*
```


# H5N4PS

An isolated molecule of H5N4PS at a distorted geometry (wB97M-V/def2-TZVPD, OMol25).

## Properties
Frontier orbital gap (alpha / beta), eV: 6.7 / 8.4
Energy, eV: -26160.8464

ORCA input file:
```
! wB97M-V def2-TZVPD RIJCOSX def2/J DEFGRID3
* xyz 0 3
P 0.07693 0.99318 1.09981
H -0.07877 -1.47473 -0.82597
H 3.08594 -0.90614 -0.07661
N 2.11595 -0.53134 0.22537
S -1.01643 2.02059 -0.43232
H -0.77150 3.26449 -0.09127
H 0.03669 -1.30222 1.59641
N 1.85501 0.61316 -0.00042
N -0.84265 -1.30382 -0.23865
N -0.56191 -0.58604 1.01336
H -1.64716 -0.98831 -0.72822
*
```


# C32H95N9O2

A cluster of 10 separate species, C32H95N9O2 in total at a distorted geometry (wB97M-V/def2-TZVPD, OMol25).

## Properties
Frontier orbital gap, eV: 3.0
Energy, eV: -52203.1841

ORCA input file:
```
! wB97M-V def2-TZVPD RIJCOSX def2/J DEFGRID3
* xyz 2 1
H 5.08262 -3.04302 -5.30716
H 2.85913 -5.04550 -0.05080
H -4.89117 2.86939 0.17771
H -0.15390 5.26843 -6.87406
H 5.55739 2.13502 0.26457
H 1.34859 4.43863 -9.05586
H -5.83357 -7.68221 2.46973
H 5.75412 -4.73056 -3.56857
H -0.19141 -0.27245 6.21752
O -4.75878 1.13843 -0.78192
H 2.21079 -3.52042 -2.57475
H 2.35776 1.36971 3.83611
C -4.07642 -7.58260 1.13862
C -4.27849 1.97301 0.27376
N 4.86036 4.81202 0.95017
H 3.12814 1.57620 9.62312
H 6.49068 4.90189 -0.26078
H -6.46599 -4.91043 2.40420
N 2.74866 1.08582 2.94916
H -2.84717 0.47466 -3.65608
H -3.89076 -2.20069 -0.71254
H 1.57784 -5.19669 -1.26909
H -9.62825 -1.55281 -2.93975
C 2.05139 1.82562 7.82610
H -2.56487 2.85585 -10.13510
H 5.66096 7.82086 1.13900
H 5.34087 -3.12931 -2.97865
C 4.33962 -3.51956 -4.66766
C -3.87291 -6.48604 3.91791
H -5.58925 -7.61763 4.76283
H 0.09994 3.73578 8.59669
H -9.01992 -0.82130 -4.24395
H -5.93905 -6.63901 1.17089
H -8.34397 -2.22737 -3.68273
H -1.34933 1.83917 7.20214
H -4.68025 1.56488 1.20118
C -2.70154 2.18727 0.43989
H -1.71039 -0.65007 -4.07032
H -4.84740 -3.42486 3.94233
C 2.21553 -4.49239 -0.73486
O -1.81679 1.04551 0.44825
N -8.76412 -1.34715 -3.42045
H -8.08702 -0.89914 -2.81968
H 3.48217 -2.86066 -4.53072
H -0.15230 4.28653 -5.45828
H 2.57531 0.96256 7.41531
H -2.87159 -6.72478 3.55953
N -0.84364 3.33317 -7.33316
H -1.53025 0.99771 -4.58599
H -0.01614 3.92170 5.62438
H -6.61204 -3.40467 4.22705
C 3.39878 -5.94244 -3.06798
C -0.69619 4.45787 -6.38722
C 2.06634 1.72293 9.42528
H -2.48942 -2.27672 -0.14341
H 4.05002 -4.36932 -5.28583
H -0.63903 1.67247 8.75211
H -2.54607 4.25388 -5.38006
C 5.22605 5.82496 2.04065
H 6.82425 3.91944 1.18210
N 0.73371 2.19576 7.21928
C 0.52245 2.78389 -7.63685
C -5.22537 -6.95507 1.93171
N -1.88027 0.33274 -3.91116
H -2.91349 -3.23786 -1.39258
H 2.95381 6.85201 0.81218
H 2.44607 3.18995 -8.50597
H 5.56653 5.23013 2.88820
C -5.71190 -4.01926 4.23797
H 2.23280 5.27374 0.97715
H -2.61205 3.99721 -8.26293
H 2.83286 2.56495 7.65059
H -4.31068 -8.65423 4.27553
C 6.20005 7.01711 1.64047
H -4.39843 -8.54303 0.73614
C -5.93164 -5.22311 3.30130
H -1.04984 -0.73575 7.65628
H -2.26445 1.52836 -8.85504
H 3.48433 -2.88645 -1.53806
N -3.20335 -2.90458 -0.48430
C 2.97517 -3.79862 -1.84919
C -0.31186 4.40038 6.55792
H 2.06041 6.16143 -0.53063
C -1.99285 5.00981 -5.93741
H 5.24565 2.95860 -1.22077
H 4.29353 6.22740 2.43629
H 1.44916 4.12668 7.55805
H 0.35925 2.02636 -8.40342
H -2.50681 2.76988 1.34031
H -1.37192 4.24709 6.76010
C 6.09509 4.13041 0.39983
C 4.09226 5.33940 -0.14676
H -1.66525 5.77006 -5.22833
H 0.65568 -0.54214 7.66717
C -4.50460 -7.65329 4.66104
H 3.75993 4.49152 -0.74572
H 1.64739 2.62298 9.87528
H 4.66950 5.97673 -0.81660
C 0.48084 3.62677 7.58124
C -0.47363 1.42659 7.70316
H 7.01232 6.68371 0.99457
H 2.78072 -5.68621 -3.92846
H 5.01358 -7.26447 -2.63340
H 3.34801 0.27304 2.96557
C -1.62201 3.61940 -8.51823
H -2.64032 5.36797 -6.73779
H -5.49700 -4.37651 5.24509
H 3.22337 1.84109 2.47555
H 6.69216 7.41199 2.52930
N -4.74643 -5.93094 2.87429
H 1.07897 2.35042 -6.80590
H -3.62422 -5.69346 4.62366
H -6.56428 -5.95557 3.80267
C -1.89321 2.38537 -9.41702
H -0.15652 5.47824 6.51113
H 3.95426 -7.81710 -4.02269
H 6.96509 2.68809 -0.58646
H -1.12945 4.41978 -9.07037
H -1.09481 1.94051 -10.01096
N 4.05262 -4.74878 -2.40303
H 1.47945 0.94960 9.92089
H -3.91129 -6.98682 0.24092
H -3.45498 -3.62741 0.17471
C -0.25779 -0.08321 7.28892
H 1.93189 4.46573 -7.47880
H 2.75156 -6.53705 -2.42329
H -3.13282 -7.74945 1.65811
C 2.75474 5.92441 0.27549
C 4.46354 -6.98726 -3.53269
C 4.92413 -4.04474 -3.39868
H -2.32610 2.88842 -0.30545
H 1.66404 -3.82881 -0.06881
H 1.91908 0.89608 2.40520
C 1.56263 3.76414 -8.22681
H -4.16109 -7.64666 5.69547
H -1.45649 0.51926 -3.01354
H 5.13369 -6.66933 -4.33138
C 5.92698 2.94040 -0.37015
*
```


# C15H60O15

A cluster of 15 separate species, C15H60O15 in total at a distorted geometry (wB97M-V/def2-TZVPD, OMol25).

## Properties
Frontier orbital gap, eV: 9.4
Energy, eV: -47232.7473

ORCA input file:
```
! wB97M-V def2-TZVPD RIJCOSX def2/J DEFGRID3
* xyz 0 1
H 1.26479 0.43549 -5.79794
H -2.95427 -0.09827 4.43367
H -5.54622 -1.47958 -1.15592
C 3.44657 0.28168 3.60264
H 1.18694 2.66062 2.34598
O -2.31216 -1.05161 2.74988
C -3.37093 -0.43483 3.48435
H 3.93222 1.16828 -1.59056
H 1.84313 -1.69103 0.08587
H -0.75623 -0.42370 3.34512
H -3.44556 2.22461 1.88131
H 2.63565 2.82276 -2.00928
H -2.55657 2.82433 0.43789
H -3.98891 0.40936 0.22893
H -2.01305 -2.03585 -2.00631
H 1.17756 -0.24202 5.36522
H 1.70588 -3.49773 -3.67242
C 0.17555 -0.01918 4.99857
H -0.56768 -0.70737 5.40119
O -2.18810 -3.95113 -2.83655
H 0.31445 0.54970 -4.34911
O 0.08694 -0.03236 3.58494
C -4.95367 -0.01583 -0.04777
H 0.10503 2.94801 3.74094
H 0.55416 -2.04167 -3.88338
H -5.61545 -0.16880 0.80473
C 1.81111 2.77052 -1.29828
H -1.94764 -4.83403 -2.54627
H 3.82053 -0.70410 1.19360
C -2.59262 1.14843 -2.99577
H 2.94400 -3.04767 -0.36082
H -2.63981 0.06918 -2.85059
O 1.22416 -4.39118 2.67587
H -0.88678 -3.75001 2.63226
H -0.14117 0.98412 5.28348
O -2.64229 4.09078 1.99598
H 2.95723 0.21425 -2.63989
O -2.79854 1.60191 -4.32667
O 2.44061 -1.78318 -4.48123
C 2.75706 -2.23008 0.33539
H -0.17652 -4.63518 1.21581
H -3.44628 1.49772 -2.41495
O 4.82798 -0.61976 -1.95395
H 0.33762 -3.10554 1.56009
H 1.71256 -2.18081 -2.53459
C -0.43441 -0.04668 0.00939
O -0.37113 1.74691 -5.86374
H -0.53251 -1.05026 0.42326
H -1.92636 1.55174 -4.72465
H 1.96413 4.98444 3.49348
C -1.71519 -3.06321 -1.79678
H -0.03497 2.13082 -6.67688
H -5.38180 0.77226 -0.66722
H 1.39913 1.92903 -4.77633
C 0.01993 -4.00676 2.08448
H -2.77011 -1.65844 2.16367
H 4.47223 0.40051 3.25335
O 0.19881 -0.17171 -1.25420
H -0.62579 -3.07035 -1.76130
H -1.64325 2.37608 1.93433
H -3.87651 0.35503 2.92883
C -2.57291 2.77300 1.52656
C 1.52802 -2.42628 -3.58043
O 2.63803 0.46522 2.48268
H 4.47813 1.02634 -3.22452
H -4.07244 -1.20374 3.80802
O 3.92735 -1.34764 0.48929
H -2.50673 4.19597 2.94053
H 0.07826 0.59059 0.72992
H -1.46507 0.30376 -0.04562
H 3.23812 -0.72097 3.97592
H -2.15120 -3.30471 -0.82742
H 1.75778 3.73716 -0.79742
H 0.49493 0.71714 -1.46359
H -1.66696 1.58535 -2.62113
O 0.60422 2.59801 -2.00263
H 0.37307 3.38904 -2.49500
H 4.44073 -0.88054 -1.11513
H 0.33944 4.26497 2.58780
H 1.76804 -4.84043 2.02474
H 3.28694 1.05426 4.35478
C 0.74359 1.14489 -5.15514
H 2.10872 -2.06822 -5.33575
O 1.83124 4.07721 3.77785
H 1.75267 0.28417 2.80665
H 1.95292 1.99526 -0.54532
C 3.99500 0.46748 -2.42305
H 2.58665 -2.70729 1.30045
O -4.76937 -1.28178 -0.62773
C 0.81779 3.40325 3.05332
*
```


# C32H57Br18Cl2IO5

A cluster of 10 separate species, C32H57Br18Cl2IO5 in total at a distorted geometry (wB97M-V/def2-TZVPD, OMol25).

## Properties
Structure (SMILES): CC(C)[C@@H](C)CO[C@]1(CC(=O)Cl)OC(=O)O[C@]1(I)CCCCl.BrCCBr.BrCCBr.BrCCBr.BrCCBr.BrCCBr.BrCCBr.BrCCBr.BrCCBr.BrCCBr
Frontier orbital gap, eV: 8.9
Energy, eV: -1338249.0642

ORCA input file:
```
! wB97M-V def2-TZVPD RIJCOSX def2/J DEFGRID3
* xyz 0 1
H -0.95229 -3.89371 0.28521
H -1.91173 5.31789 -0.39477
H -2.01394 0.02280 -6.04490
Br 0.94159 6.27158 -5.30125
C 7.25331 -7.95265 0.98224
Br 5.05871 -0.81306 2.41601
H -0.67176 -5.01304 -5.00469
H 1.92526 0.29793 1.35144
H -0.39176 5.64542 -2.97206
C -1.18009 -1.62232 0.96866
C -1.97773 -3.97320 -3.64183
H -8.43943 3.27999 -0.91981
Br -3.83070 2.19940 3.75737
H 2.45707 3.74130 -5.19544
H 4.16606 1.34286 3.31126
C -0.70572 0.83499 -2.68082
C -1.04701 -5.11327 -3.98252
H -0.07791 -1.68669 -1.66571
I -2.37889 3.30898 -2.79516
C 3.21520 4.52898 -5.16904
H 3.39415 6.67371 -5.56721
Br 4.91911 -7.75831 2.63636
H 6.71164 -9.48914 2.44312
H 3.80101 0.54624 5.78119
Br -5.76837 4.86955 -3.17681
Br -4.18133 1.57673 7.38120
H 1.66001 -0.91604 -1.33302
C -1.69959 -2.97934 0.20034
C -0.63277 1.69021 -0.45993
H 4.13295 4.15995 -5.63529
H -2.74119 -3.85388 -4.41560
H 1.05173 -1.91444 1.32522
Br -2.81849 2.18289 -7.01082
O 0.73843 1.28059 -0.12476
Br -6.25139 3.48196 0.21201
H 8.33266 -8.11286 0.91127
H 5.71778 -6.43984 -1.07058
H -2.28592 -2.38559 2.85358
H -1.50623 -6.09893 -3.86416
Br -0.81135 -0.68193 6.94778
Br 3.67742 4.81127 -3.29486
H 0.16282 0.62262 1.93386
H 5.62980 0.81833 4.18285
C 2.76576 5.81525 -5.82137
H -1.49228 0.52357 -9.06028
H -7.85499 3.54839 -3.27769
H -6.54013 2.56836 -2.57984
H -0.77195 -0.84945 -8.18150
C 0.83222 -1.66470 -0.93004
H 2.73180 5.70533 -6.90878
H 0.56285 -0.36756 9.54109
Br 1.96355 -0.31279 4.36859
H 0.95212 4.21155 -0.32055
C -1.20856 6.17388 -0.79616
Br 2.92590 -5.78809 -0.37000
Cl -1.94462 4.67724 2.54616
H 1.46625 3.90959 -2.11978
H -0.66488 1.03260 -6.62599
C 4.65555 0.49783 3.80341
Br 5.93751 -3.99361 -1.53313
O -1.33323 0.68498 -1.32688
C -0.52553 2.87554 -1.63515
O 0.20225 2.02811 -2.63664
H -2.35685 -1.15429 8.85424
H -1.91209 -2.67477 -0.93379
Br -2.97068 -4.33757 -2.00258
C -1.23134 -1.87774 2.61877
C -0.84721 3.37366 1.72734
H -2.83162 3.36707 6.27701
H 5.87162 -6.10604 -2.81477
Br 6.48719 -9.01781 -0.46165
C 0.52983 4.10895 -1.40792
Br -0.11491 -2.74110 9.93403
C -0.05648 5.59180 -1.84356
C 3.82745 -0.11316 4.90930
H -1.79924 0.53874 8.85653
H 0.85918 6.34281 -1.74233
C -7.56694 3.89013 -1.16950
O -0.95137 0.01963 -3.70978
C -3.90952 3.25409 6.42285
H -1.93645 -0.75327 0.76498
H -2.53045 2.94795 0.24977
C -1.59307 -0.12735 -8.18703
H -0.35212 -2.54774 3.00543
C 0.39882 -1.22086 0.60546
H -1.46130 -3.02023 -3.49679
H 3.56504 -6.85313 -2.50700
C 3.85689 -5.88902 -2.08155
Br 0.54430 -5.08775 -2.85406
Br -3.20412 -1.19445 -8.45571
C -0.40429 -0.81762 9.78296
Cl -0.27369 7.04683 0.58577
H -4.72578 4.29262 4.72010
C 5.35435 -5.81980 -1.89481
C -4.69473 3.28040 5.13259
H -1.87172 7.00557 -1.33214
H 3.45986 -5.08547 -2.70852
H 1.37027 -2.72345 -0.84143
C 6.73478 -8.40189 2.32811
H -1.28775 -0.81348 3.14504
C 0.78740 0.32440 0.99063
O 0.43670 3.33830 2.09082
C -1.60094 2.37413 0.67073
H 7.33075 -7.96787 3.13576
C -7.04537 3.53778 -2.54277
H -0.70880 -0.49698 10.78304
H 4.17766 -1.10226 5.21826
H 7.03080 -6.90530 0.75870
H -2.04086 1.47452 1.32052
H -4.26303 4.03167 7.10568
H -7.82517 4.94729 -1.06170
C -1.64841 0.62740 -6.87961
H -2.73930 -3.34990 0.62951
C -1.48146 -0.50414 8.77129
H -5.71657 2.90480 5.23837
*
```


# C3H4Cl4Si

A cluster of 2 separate species, C3H4Cl4Si in total at a distorted geometry (wB97M-V/def2-TZVPD, OMol25).

## Properties
Frontier orbital gap (alpha / beta), eV: 6.7 / 7.5
Energy, eV: -61143.7844

ORCA input file:
```
! wB97M-V def2-TZVPD RIJCOSX def2/J DEFGRID3
* xyz 0 1
C -1.88950 -0.14479 -0.51685
C -0.02948 1.32117 -0.76366
H -1.52074 1.67766 0.76514
H -2.74879 -0.49701 0.02424
Cl 0.88446 2.72333 -0.42139
C -1.16831 0.96069 -0.09373
H 0.09403 0.70245 -1.58793
Si 1.72476 -1.16835 0.85359
Cl 3.46812 -1.37102 -0.24942
H -1.59494 -0.66821 -1.49939
Cl 2.29486 -0.78279 2.68516
Cl 0.48555 -2.75313 0.80425
*
```


# C4H7Cl4FIS

A cluster of 2 separate species, C4H7Cl4FIS in total at a distorted geometry (wB97M-V/def2-TZVPD, OMol25).

## Properties
Frontier orbital gap, eV: 7.0
Energy, eV: -75993.0594

ORCA input file:
```
! wB97M-V def2-TZVPD RIJCOSX def2/J DEFGRID3
* xyz 1 1
C -0.23150 1.36944 -0.39912
S -2.63675 -0.35729 -0.62761
C 2.15974 -1.74020 2.15982
H 0.11434 2.44083 -0.77967
Cl 3.04054 -3.25019 1.81515
C 0.54966 0.24371 -1.29749
I -2.57043 2.72677 -2.11006
F -1.64546 -1.58091 0.08952
Cl 0.45918 -1.91684 1.65846
H 0.83496 -0.63729 -0.54411
C -1.86572 1.34430 -0.50622
H 0.09295 1.33787 0.74833
H -2.74019 -0.60646 -2.03326
Cl 2.90817 -0.39738 1.25906
H -0.02632 -0.12813 -2.24646
Cl 2.23140 -1.39635 3.90655
H 1.59632 0.72736 -1.60404
H -2.27090 1.82075 0.51115
*
```


# C2H3N4

The ion C2H3N4 with charge +1 at a distorted geometry (wB97M-V/def2-TZVPD, OMol25).

## Properties
Frontier orbital gap (alpha / beta), eV: 6.7 / 8.6
Energy, eV: -8064.1303

ORCA input file:
```
! wB97M-V def2-TZVPD RIJCOSX def2/J DEFGRID3
* xyz 1 3
N -0.38037 -0.37536 -0.68372
C 1.39085 0.68650 0.43554
N 1.85937 -0.51037 0.32426
N -0.89827 -1.24139 0.47615
H 1.07141 1.59768 0.91497
H -0.63842 -0.78534 -1.60379
N 0.90467 0.12743 -0.73943
C -1.41318 -0.14143 0.24510
H -1.89607 0.64228 0.63091
*
```